(i)
Computed, not measured: a cluster of 8 separate species, H16O8 in total, with wB97M-V/def2-TZVPD.

Each line ends with the Mulliken charge.
Geometry (Å):
O (3.2399, 0.4132, -0.4339)  -0.63
H (2.3734, 0.7977, -0.4898)  0.35
H (3.5739, 0.6214, -1.2998)  0.32
O (1.4639, -2.0807, -0.1307)  -0.67
H (2.2110, -1.5613, -0.4330)  0.33
H (1.2729, -1.7581, 0.7686)  0.32
O (-0.2885, -0.0379, -2.4834)  -0.59
H (0.2822, 0.3889, -3.1622)  0.31
H (-0.1198, 0.5749, -1.7894)  0.30
O (-2.4197, -0.3215, 0.8663)  -0.57
H (-3.1954, -0.0411, 1.4282)  0.29
H (-2.3542, 0.3788, 0.2633)  0.28
O (0.4186, 0.9647, -0.1408)  -0.64
H (0.1991, 1.8128, 0.2489)  0.30
H (0.3410, 0.3227, 0.5498)  0.39
O (-0.2032, -1.2606, 1.9965)  -0.71
H (-0.5337, -1.5840, 2.8035)  0.29
H (-1.0191, -1.1173, 1.4328)  0.27
O (-1.2238, -2.7450, -0.5335)  -0.58
H (-0.4596, -2.2953, -0.1693)  0.39
H (-1.5793, -3.2443, 0.2340)  0.30
O (-0.6593, 3.5775, 0.2650)  -0.61
H (-0.5716, 3.8611, -0.6356)  0.30
H (-0.7488, 4.3335, 0.8445)  0.28

The charge is 0. The value obtained for the orbital gap is 10.0260 eV. As for the structure (SMILES): O.O.O.O.O.O.O.O.

***

(ii)
Computed, not measured: a cluster of 8 separate species, H16O8 in total, with wB97M-V/def2-TZVPD.

Each line ends with the Mulliken charge.
Geometry (Å):
O (10.3466, -25.9414, 15.1272)  -0.58
H (10.1415, -26.0429, 16.1401)  0.27
H (10.1362, -24.9592, 14.9744)  0.29
O (10.8592, -26.0696, 17.9741)  -0.57
H (11.2929, -26.8904, 17.7976)  0.35
H (11.6104, -25.6858, 18.0544)  0.22
O (8.1908, -27.3440, 17.7555)  -0.61
H (7.7380, -26.6070, 17.3828)  0.31
H (9.1104, -27.0081, 17.5474)  0.34
O (11.7083, -26.9264, 12.5911)  -0.63
H (10.9711, -27.5363, 12.5308)  0.35
H (11.3721, -26.3094, 13.3018)  0.35
O (11.8495, -23.2619, 14.2608)  -0.72
H (12.0563, -22.2039, 13.9131)  0.36
H (11.1212, -23.0870, 14.7933)  0.36
O (9.4665, -22.9899, 15.7766)  -0.77
H (8.8608, -22.8209, 14.8885)  0.38
H (8.8092, -23.4136, 16.4370)  0.33
O (11.6231, -23.8924, 12.0606)  -0.66
H (11.4553, -23.8852, 12.9184)  0.44
H (12.2118, -23.0325, 11.7855)  0.26
O (9.1752, -28.3696, 13.6991)  -0.62
H (9.9464, -27.9144, 14.0130)  0.27
H (9.1359, -29.2677, 14.0098)  0.30

The charge is 0. The value obtained for the orbital gap is 9.8524 eV. As for the structure (SMILES): O.O.O.O.O.O.O.O.

***

In eV, relative to the most stable structure: (i) 0.000; (ii) 3.433.

***

(i)
Computed, not measured: a cluster of 8 separate species, H16O8 in total, with wB97M-V/def2-TZVPD.

Each line ends with the Mulliken charge.
Geometry (Å):
O (-2.6657, -1.3617, 1.3173)  -0.68
H (-3.3096, -0.8077, 1.7586)  0.30
H (-1.8855, -0.8119, 1.2450)  0.41
O (-0.6115, 0.3102, 0.5323)  -0.71
H (-0.0235, -0.4012, 0.2786)  0.32
H (-0.1235, 1.1085, 0.3302)  0.32
O (1.3260, 3.1614, -1.0550)  -0.62
H (1.6125, 2.2996, -1.3573)  0.39
H (0.9473, 3.5744, -1.8310)  0.30
O (1.4664, 0.5744, -1.6758)  -0.65
H (1.7312, 0.2524, -2.5374)  0.28
H (1.8361, -0.0576, -1.0593)  0.32
O (1.2232, -1.8361, -0.2219)  -0.71
H (1.7576, -2.1455, 0.5095)  0.33
H (1.3712, -2.4785, -0.9159)  0.30
O (-0.9713, -3.5968, 0.8407)  -0.62
H (-1.4240, -2.8808, 1.2864)  0.35
H (-0.0750, -3.2805, 0.7275)  0.30
O (0.9411, 2.3021, 2.5369)  -0.60
H (1.0942, 3.0207, 1.9235)  0.31
H (0.7298, 2.7340, 3.3646)  0.30
O (-1.6531, 0.2724, -2.3530)  -0.66
H (-2.2246, -0.4214, -2.0241)  0.31
H (-1.0692, 0.4697, -1.6206)  0.40

The charge is 0. The value obtained for the orbital gap is 10.6447 eV. As for the structure (SMILES): O.O.O.O.O.O.O.O.

***

(ii)
Computed, not measured: a cluster of 8 separate species, H16O8 in total, with wB97M-V/def2-TZVPD.

Each line ends with the Mulliken charge.
Geometry (Å):
O (-2.1940, -0.1195, -1.1612)  -0.75
H (-2.2429, 0.4075, -0.3338)  0.40
H (-1.7465, -0.9109, -0.9165)  0.32
O (-1.4476, 0.6903, 1.5066)  -0.71
H (-0.7672, 1.3528, 1.2325)  0.42
H (-1.9915, 1.1891, 2.1419)  0.29
O (-0.1583, -2.4410, -0.2031)  -0.63
H (-0.2251, -3.3572, 0.0453)  0.29
H (0.5156, -2.3643, -0.9333)  0.37
O (-0.4284, 1.8292, -2.0523)  -0.73
H (-1.1240, 1.1218, -1.8562)  0.47
H (-0.9038, 2.5633, -2.3685)  0.29
O (1.5278, -0.9584, -2.1982)  -0.65
H (2.4280, -0.8645, -1.8756)  0.37
H (0.9823, -0.3331, -1.7030)  0.24
O (0.3095, 2.5463, 0.5135)  -0.80
H (1.0890, 1.9715, 0.4150)  0.38
H (-0.0565, 2.4283, -0.3895)  0.44
O (2.1565, 0.1457, 0.6630)  -0.68
H (1.2344, -0.1979, 0.5616)  0.36
H (2.4503, -0.1356, 1.5492)  0.32
O (0.4978, -1.4616, 2.6281)  -0.63
H (0.2954, -2.2559, 2.0950)  0.29
H (-0.2007, -0.8459, 2.6394)  0.31

The charge is 0. The value obtained for the orbital gap is 11.6142 eV. As for the structure (SMILES): O.O.O.O.O.O.O.O.

***

(iii)
Computed, not measured: a cluster of 8 separate species, H16O8 in total, with wB97M-V/def2-TZVPD.

Each line ends with the Mulliken charge.
Geometry (Å):
O (-0.7694, -0.0022, 0.4137)  -0.51
H (-0.7761, 0.3843, 1.2869)  0.22
H (0.0835, 0.4691, 0.0414)  0.27
O (-2.2074, -0.1540, -0.8900)  -0.58
H (-1.5453, -0.5041, -1.5440)  0.29
H (-2.2246, -0.6835, -0.1774)  0.33
O (-3.1528, 1.3093, 1.4454)  -0.57
H (-2.3712, 1.2594, 2.0624)  0.28
H (-3.3624, 0.4327, 1.4027)  0.26
O (1.9554, -2.4410, -2.1565)  -0.64
H (2.6482, -2.7619, -2.7803)  0.31
H (1.8440, -3.0497, -1.3565)  0.33
O (3.8635, 0.1197, 2.4616)  -0.64
H (4.2031, -0.5805, 1.9187)  0.33
H (3.0307, 0.1557, 2.1073)  0.30
O (3.8626, 0.4439, -0.2037)  -0.59
H (4.1340, 0.5069, -1.1248)  0.28
H (4.5486, 0.8869, 0.2244)  0.33
O (-3.4652, -2.7105, 0.4536)  -0.60
H (-4.0587, -3.4894, 0.6368)  0.31
H (-3.9182, -1.9354, 0.7724)  0.30
O (-0.8358, 4.2800, -1.3616)  -0.61
H (-0.2464, 3.6062, -1.4085)  0.29
H (-1.2403, 4.4582, -2.2239)  0.32

The charge is 0. The value obtained for the orbital gap is 8.8616 eV. As for the structure (SMILES): O.O.O.O.O.O.O.O.

***

(iv)
Computed, not measured: a cluster of 8 separate species, H16O8 in total, with wB97M-V/def2-TZVPD.

Each line ends with the Mulliken charge.
Geometry (Å):
O (0.2627, -1.1810, -0.1026)  -0.61
H (0.9947, -0.6268, 0.0242)  0.28
H (-0.4894, -0.6368, -0.3552)  0.31
O (-0.4774, 1.7880, 3.4182)  -0.64
H (-0.8154, 0.8283, 3.5765)  0.33
H (-0.3940, 2.2063, 4.2377)  0.31
O (-1.3083, 3.1506, -1.8564)  -0.64
H (-1.8450, 3.5597, -2.5692)  0.30
H (-1.8158, 2.4374, -1.4803)  0.37
O (-3.6013, 1.9670, -1.1159)  -0.62
H (-3.6228, 1.0687, -1.1696)  0.30
H (-4.2285, 2.3554, -0.5153)  0.30
O (-4.0003, -3.2033, 1.7946)  -0.63
H (-3.3442, -2.5086, 1.7295)  0.30
H (-4.5657, -2.7931, 2.5274)  0.33
O (5.7681, 0.9202, 1.1895)  -0.62
H (5.9902, 1.8084, 1.1013)  0.31
H (5.0211, 0.6559, 0.6111)  0.33
O (4.2246, -1.6715, -1.2035)  -0.61
H (4.7870, -0.9852, -0.7562)  0.28
H (4.6549, -1.6929, -2.0556)  0.31
O (-0.6735, -1.8874, -2.1734)  -0.60
H (-0.6955, -2.6530, -1.5569)  0.34
H (-1.1874, -2.0844, -2.9533)  0.28

The charge is 0. The value obtained for the orbital gap is 10.6841 eV. As for the structure (SMILES): O.O.O.O.O.O.O.O.

***

In eV, relative to the most stable structure: (i) 0.746; (ii) 0.000; (iii) 4.826; (iv) 2.563.

***

(i)
Computed, not measured: a cluster of 8 separate species, H16O8 in total, with wB97M-V/def2-TZVPD.

Each line ends with the Mulliken charge.
Geometry (Å):
O (0.1038, 4.2112, -1.1817)  -0.64
H (0.0102, 4.5223, -0.2813)  0.32
H (-0.6890, 4.5146, -1.6241)  0.32
O (-2.8162, -2.0602, -2.6558)  -0.64
H (-3.7149, -1.9276, -2.3544)  0.32
H (-2.9046, -2.2868, -3.5816)  0.32
O (3.9032, -4.4920, 1.7269)  -0.64
H (3.4073, -3.7945, 1.2982)  0.32
H (4.4950, -4.8174, 1.0485)  0.32
O (0.9493, -0.2852, -0.0176)  -0.65
H (0.2091, -0.6989, -0.4616)  0.32
H (1.0566, 0.5556, -0.4624)  0.32
O (2.9535, 5.9801, -3.9736)  -0.64
H (2.5568, 5.5121, -3.2388)  0.32
H (2.5214, 6.8343, -3.9754)  0.31
O (-3.4851, 1.5230, 1.7328)  -0.63
H (-2.6650, 1.4070, 1.2529)  0.31
H (-3.2739, 2.1557, 2.4193)  0.32
O (-2.8917, -6.2163, 0.2116)  -0.64
H (-2.4215, -5.5906, -0.3394)  0.31
H (-2.2026, -6.7064, 0.6600)  0.32
O (1.4099, 0.6223, 4.9124)  -0.64
H (2.3570, 0.4859, 4.8858)  0.32
H (1.1315, 0.5516, 3.9993)  0.32

The charge is 0. The value obtained for the orbital gap is 11.5458 eV. As for the structure (SMILES): O.O.O.O.O.O.O.O.

***

(ii)
Computed, not measured: a cluster of 8 separate species, H16O8 in total, with wB97M-V/def2-TZVPD.

Each line ends with the Mulliken charge.
Geometry (Å):
O (-1.1772, -0.5181, -0.4059)  -0.54
H (-0.8050, -0.2927, -1.2727)  0.30
H (-0.4193, -0.6827, 0.0322)  0.23
O (3.6652, 0.1104, 0.8785)  -0.60
H (3.3424, -0.4042, 1.6350)  0.29
H (3.1677, -0.1501, 0.1302)  0.29
O (-2.3938, 1.0737, -5.3337)  -0.63
H (-2.2181, 1.4475, -4.5000)  0.30
H (-1.8009, 1.4427, -5.9957)  0.32
O (0.0573, 1.3734, 3.5951)  -0.63
H (-0.0335, 0.4830, 3.7597)  0.29
H (0.7834, 1.5266, 4.1642)  0.30
O (1.1325, -3.5249, 2.5818)  -0.62
H (1.2681, -2.8779, 3.2947)  0.30
H (1.3383, -3.1273, 1.6778)  0.32
O (2.2565, -0.6943, -2.6984)  -0.63
H (2.2947, 0.1756, -2.2832)  0.33
H (2.5874, -0.5808, -3.5836)  0.31
O (-3.4507, 0.7753, 0.2713)  -0.65
H (-3.1819, 0.8526, -0.7228)  0.31
H (-3.3886, -0.1638, 0.5408)  0.31
O (-0.3205, 1.4159, 1.0995)  -0.67
H (-1.1853, 0.9244, 1.2809)  0.31
H (0.0964, 1.3356, 1.9365)  0.43

The charge is 0. The value obtained for the orbital gap is 10.0230 eV. As for the structure (SMILES): O.O.O.O.O.O.O.O.

***

In eV, relative to the most stable structure: (i) 0.000; (ii) 1.020.